[1]
A molecular structure, C16H30N3OSi2Sn. Source: the Open Molecules 2025 dataset; level of theory: ωB97M-V with the def2-TZVPD basis set.

Calculated values
Gap between HOMO and LUMO (Eh): 0.2858
Highest occupied orbital energy (Eh): -0.688
Total energy (eV): -45156.7440

Structure (ORCA input):
```
! wB97M-V def2-TZVPD RIJCOSX def2/J DEFGRID3
* xyz 3 1
Sn 1.36 -0.06 -0.27
O 1.09 0.63 -2.39
C 1.17 -0.32 -3.49
C 1.50 -1.67 -2.93
C 1.59 -2.77 -3.76
C 1.98 -3.99 -3.23
C 2.29 -4.07 -1.87
C 2.16 -2.95 -1.10
N 1.75 -1.76 -1.61
H 1.02 1.54 -2.72
H 1.95 0.01 -4.18
H 0.21 -0.33 -4.02
H 1.37 -2.67 -4.81
H 2.05 -4.86 -3.86
H 2.63 -5.00 -1.43
H 2.36 -2.98 -0.03
N 4.05 1.84 -0.02
C 5.37 1.70 0.15
C 5.67 0.35 0.09
C 4.45 -0.27 -0.14
N 3.45 0.63 -0.20
H 3.52 2.70 -0.04
H 6.00 2.56 0.31
H 6.64 -0.10 0.18
H 4.26 -1.33 -0.26
C -3.50 -1.02 -0.10
Si -2.73 -0.92 1.58
C -3.93 -0.66 3.00
C -1.51 -2.29 1.91
C -1.80 0.71 1.85
Si -2.07 2.51 1.30
C -2.97 2.69 -0.30
C -3.08 3.02 2.81
C -0.37 3.28 1.29
H -3.93 -2.01 -0.25
H -2.76 -0.86 -0.90
H -4.30 -0.29 -0.23
H -4.50 -1.60 3.04
H -4.64 0.15 2.81
H -3.45 -0.51 3.96
H -2.05 -3.21 2.15
H -0.86 -2.07 2.75
H -0.89 -2.50 1.03
H -1.14 0.66 2.72
H -3.84 2.04 -0.36
H -2.33 2.48 -1.17
H -3.33 3.71 -0.40
H -4.06 2.56 2.82
H -3.20 4.10 2.70
H -2.58 2.82 3.76
H 0.16 3.07 0.36
H 0.24 2.95 2.14
H -0.46 4.37 1.36
*
```



[2]
A molecular structure, C40H48BrClNOS2Ti at a distorted geometry. Source: the Open Molecules 2025 dataset; level of theory: ωB97M-V with the def2-TZVPD basis set.

Calculated values
Gap between HOMO and LUMO (spin up / spin down) (Eh): 0.2012 / 0.2781
ΔE to the lowest compared entry with this formula, charge and spin (kcal/mol): 66.25
Expectation value of S²: 0.7700
Highest occupied orbital energy (spin up / spin down) (Eh): -0.213 / -0.286
Total energy (eV): -173145.2720

Structure (ORCA input):
```
! wB97M-V def2-TZVPD RIJCOSX def2/J DEFGRID3
* xyz 0 2
Ti 0.27 0.57 0.10
C 2.31 -7.19 -0.91
C 2.24 -5.94 -1.82
C 3.71 -5.61 -2.24
C 1.51 -6.20 -3.10
C 1.57 -4.83 -1.10
C 0.63 -3.94 -1.62
C 0.29 -2.80 -0.93
Br -0.85 -1.61 -1.85
C 0.74 -2.46 0.39
O 0.50 -1.15 0.80
C 1.42 -3.49 1.07
C 2.06 -4.43 0.17
C 1.62 -3.57 2.63
C 2.89 -2.73 2.84
C 0.39 -2.93 3.29
C 1.83 -5.10 2.98
H 2.28 -8.12 -1.47
H 1.57 -7.26 -0.11
H 3.33 -7.19 -0.45
H 4.30 -6.43 -2.70
H 4.34 -5.25 -1.42
H 3.78 -4.74 -2.88
H 1.95 -7.07 -3.61
H 1.57 -5.43 -3.85
H 0.43 -6.36 -3.01
H 0.20 -4.18 -2.61
H 2.93 -5.00 0.59
H 2.82 -1.73 2.48
H 3.73 -3.21 2.27
H 3.18 -2.71 3.90
H 0.32 -1.90 2.81
H 0.54 -2.85 4.36
H -0.56 -3.43 3.00
H 2.54 -5.54 2.29
H 0.88 -5.71 2.98
H 2.18 -5.21 4.01
C -4.81 3.74 2.30
C -5.47 2.48 1.76
C -7.00 2.63 1.51
C -5.29 1.37 2.81
C -4.70 2.14 0.46
C -5.34 2.30 -0.80
C -4.65 2.24 -1.99
C -3.30 1.87 -1.95
S -2.09 1.80 -3.21
C -0.77 1.73 -2.08
N -1.22 1.57 -0.80
C -2.65 1.68 -0.67
C -3.35 1.84 0.53
C 0.58 1.38 -2.46
C 1.15 1.44 -3.79
C 2.44 1.04 -4.05
C 3.16 0.41 -3.03
C 2.68 0.35 -1.75
C 1.40 0.80 -1.47
H -5.17 4.05 3.30
H -5.02 4.54 1.58
H -3.73 3.56 2.31
H -7.39 2.75 2.52
H -7.36 1.66 1.07
H -7.16 3.47 0.85
H -5.68 1.64 3.76
H -4.20 1.21 2.93
H -5.72 0.37 2.47
H -6.40 2.41 -0.86
H -5.15 2.49 -2.95
H -2.82 1.87 1.49
H 0.56 1.94 -4.63
H 2.93 1.24 -4.96
H 4.17 0.11 -3.28
H 3.31 0.01 -0.99
Cl 1.79 0.64 4.23
C 2.40 1.64 2.94
C 3.74 2.06 3.05
C 4.26 2.84 2.02
C 3.44 3.28 0.96
C 2.13 2.92 0.90
C 1.54 2.04 1.87
C 0.15 1.71 1.80
H 4.23 1.73 3.98
H 5.26 3.18 2.14
H 3.79 4.01 0.25
H 1.60 3.31 0.02
H -0.55 2.48 1.54
H -0.27 1.02 2.56
C 0.63 7.41 -3.02
S -0.04 6.27 -1.81
C -1.70 6.75 -1.70
H -0.16 8.00 -3.55
H 1.09 6.80 -3.84
H 1.37 8.01 -2.44
H -2.25 5.94 -1.20
H -2.09 6.80 -2.71
H -1.79 7.72 -1.21
*
```



[3]
A molecular structure, C15H29Cl10MgO4 at a distorted geometry. Source: the Open Molecules 2025 dataset; level of theory: ωB97M-V with the def2-TZVPD basis set.

Calculated values
Gap between HOMO and LUMO (Eh): 0.1857
ΔE to the lowest compared entry with this formula, charge and spin (kcal/mol): 0.00
Highest occupied orbital energy (Eh): -0.472
Total energy (eV): -154876.8021

Structure (ORCA input):
```
! wB97M-V def2-TZVPD RIJCOSX def2/J DEFGRID3
* xyz 1 1
Mg -7.42 -11.58 7.55
C -5.55 -9.23 7.40
O -5.88 -10.62 7.20
H -5.10 -8.82 6.49
H -6.42 -8.56 7.59
H -4.85 -9.08 8.22
C -0.80 -12.53 6.38
C -1.94 -13.43 6.90
C -3.34 -12.87 6.59
O -4.04 -13.94 5.91
C -3.20 -14.99 5.63
O -3.52 -15.93 5.08
O -1.97 -14.71 6.09
H -0.76 -11.59 6.93
H -0.93 -12.28 5.33
H 0.15 -13.05 6.53
H -1.74 -13.65 7.95
H -3.25 -11.99 5.95
H -3.84 -12.55 7.51
Cl -3.05 -5.81 9.28
C -2.40 -7.40 9.71
C -1.29 -7.81 8.76
Cl -0.39 -9.16 9.45
H -3.23 -8.11 9.72
H -2.04 -7.38 10.74
H -0.60 -6.98 8.66
H -1.67 -8.07 7.78
Cl -7.82 -8.71 3.43
C -8.51 -7.36 4.39
C -7.44 -6.54 5.11
Cl -6.42 -5.71 4.00
H -9.20 -7.79 5.10
H -9.09 -6.70 3.73
H -6.82 -7.19 5.72
H -7.92 -5.86 5.82
Cl -2.77 -9.81 4.71
C -2.63 -8.08 4.29
C -3.41 -7.27 5.26
Cl -3.07 -5.53 5.17
H -3.03 -7.91 3.28
H -1.58 -7.80 4.22
H -3.22 -7.59 6.29
H -4.47 -7.42 5.10
Cl -3.31 -9.48 12.97
C -4.30 -10.65 12.05
C -3.70 -12.06 12.02
Cl -2.04 -12.15 11.39
H -4.41 -10.24 11.06
H -5.24 -10.73 12.59
H -4.28 -12.66 11.29
H -3.79 -12.52 12.99
Cl -11.54 -7.26 10.89
C -9.84 -7.67 10.83
C -9.43 -8.17 9.43
Cl -9.35 -6.83 8.21
H -9.66 -8.45 11.56
H -9.26 -6.79 11.08
H -10.10 -8.94 9.06
H -8.39 -8.52 9.49
*
```



[4]
A molecular structure, C30H37N7O3S2Se2Tl at a distorted geometry. Source: the Open Molecules 2025 dataset; level of theory: ωB97M-V with the def2-TZVPD basis set.

Calculated values
Gap between HOMO and LUMO (Eh): 0.1929
Highest occupied orbital energy (Eh): -0.116
Total energy (eV): -205341.4811

Structure (ORCA input):
```
! wB97M-V def2-TZVPD RIJCOSX def2/J DEFGRID3
* xyz -1 1
Tl 0.69 -0.82 0.47
C -1.83 2.15 2.98
C -0.48 1.53 2.76
N -0.22 0.30 3.02
N -1.16 -0.52 3.48
C -0.89 -1.83 3.72
N -1.97 -2.63 3.82
S 0.65 -2.36 4.02
C 0.62 2.27 2.15
C 0.67 3.67 2.08
C 1.73 4.28 1.44
C 2.73 3.49 0.89
C 2.62 2.11 1.03
N 1.60 1.52 1.62
H -2.06 2.18 4.05
H -2.60 1.55 2.49
H -1.89 3.16 2.58
H -2.14 -0.30 3.27
H -2.80 -2.31 3.32
H -1.81 -3.62 3.73
H -0.11 4.28 2.51
H 1.77 5.36 1.37
H 3.57 3.93 0.38
H 3.37 1.45 0.62
O -2.19 -4.67 1.70
C -1.57 -3.81 0.77
C -2.46 -3.39 -0.40
C -3.07 -4.64 -1.07
O -2.14 -5.65 -1.33
C -3.66 -2.57 0.07
Se -3.28 -0.87 0.97
C -1.67 -2.57 -1.41
Se 0.07 -3.29 -1.97
H -2.35 -5.50 1.23
H -0.65 -4.28 0.40
H -1.28 -2.91 1.32
H -3.58 -4.33 -2.00
H -3.84 -5.09 -0.42
H -1.38 -5.23 -1.77
H -4.25 -3.14 0.79
H -4.29 -2.30 -0.78
H -1.46 -1.59 -0.99
H -2.26 -2.44 -2.32
N 3.90 -1.21 -1.96
C 2.79 -0.73 -2.64
C 2.91 -0.63 -4.04
C 1.84 -0.19 -4.78
C 0.66 0.12 -4.11
C 0.64 0.00 -2.73
N 1.68 -0.38 -2.00
C 4.04 -1.77 -0.71
C 5.09 -2.70 -0.55
C 5.29 -3.27 0.68
C 4.47 -2.89 1.74
C 3.48 -1.96 1.50
N 3.27 -1.40 0.31
H 4.60 -1.54 -2.61
H 3.83 -0.92 -4.52
H 1.90 -0.11 -5.85
H -0.23 0.41 -4.65
H -0.26 0.21 -2.18
H 5.69 -2.97 -1.40
H 6.06 -4.02 0.81
H 4.57 -3.34 2.71
H 2.82 -1.63 2.29
C -2.69 1.83 -1.52
S -1.58 2.12 -0.10
O -0.30 1.49 -0.47
C -1.29 3.88 -0.50
C -0.19 4.22 -1.27
C 0.09 5.55 -1.52
C -0.72 6.54 -0.97
C -1.81 6.20 -0.19
C -2.10 4.86 0.05
H -2.15 2.00 -2.45
H -3.55 2.48 -1.43
H -3.01 0.79 -1.45
H 0.44 3.43 -1.66
H 0.94 5.83 -2.13
H -0.49 7.58 -1.15
H -2.44 6.97 0.24
H -2.95 4.58 0.65
*
```



[5]
A molecular structure, C2H5As2Cl2F12O5PY at a distorted geometry. Source: the Open Molecules 2025 dataset; level of theory: ωB97M-V with the def2-TZVPD basis set.

Calculated values
Gap between HOMO and LUMO (Eh): 0.0644
Highest occupied orbital energy (Eh): 0.133
Total energy (eV): -202063.3577

Structure (ORCA input):
```
! wB97M-V def2-TZVPD RIJCOSX def2/J DEFGRID3
* xyz -3 1
Y -13.21 -5.46 15.09
C -11.19 -6.53 12.23
O -11.98 -6.05 13.22
H -11.43 -6.18 11.21
H -10.11 -6.31 12.39
H -11.24 -7.63 12.09
P -13.97 -5.83 17.61
O -13.58 -4.43 17.01
O -13.33 -7.01 16.69
O -15.02 -5.95 16.36
O -15.17 -6.20 18.51
As -14.65 -8.79 13.33
F -16.37 -8.49 13.22
F -14.89 -9.20 15.02
F -12.95 -8.97 13.60
F -14.44 -8.30 11.67
F -14.47 -7.08 13.86
F -14.86 -10.47 12.93
As -16.56 -3.69 13.86
F -15.93 -2.07 13.97
F -14.92 -4.40 14.10
F -17.25 -5.28 13.59
F -18.19 -3.02 13.68
F -16.33 -3.67 12.12
F -16.80 -3.78 15.56
C -8.73 -5.09 15.28
Cl -7.60 -5.00 16.65
Cl -10.38 -5.03 15.89
H -8.50 -4.30 14.58
H -8.46 -6.04 14.83
*
```